# 1
{"formula": "C24H29FeN8O2SSb", "method": "ωB97M-V/def2-TZVPD", "symbols": ["Sb", "Fe", "S", "O", "O", "N", "N", "N", "N", "N", "N", "N", "N", "C", "C", "C", "C", "C", "C", "C", "C", "C", "C", "C", "C", "C", "C", "C", "C", "C", "C", "C", "C", "C", "C", "C", "C", "H", "H", "H", "H", "H", "H", "H", "H", "H", "H", "H", "H", "H", "H", "H", "H", "H", "H", "H", "H", "H", "H", "H", "H", "H", "H", "H", "H", "H"], "xyz": [[-1.930, -2.502, 1.732], [0.000, -0.276, -0.320], [0.296, -0.236, -2.570], [2.032, 1.161, 1.645], [0.020, 2.090, 2.240], [-2.061, -0.410, -0.568], [2.686, -0.257, -3.686], [0.177, -3.010, -0.479], [0.078, -0.185, 1.687], [2.663, -0.551, -1.407], [-0.271, 5.998, 0.247], [-0.006, 1.809, -0.172], [1.933, -0.670, -0.215], [-0.864, 3.820, 1.021], [-0.538, -1.019, 2.482], [-0.587, -3.557, 0.485], [0.839, -3.880, -1.274], [-2.187, 1.344, -2.356], [0.665, 4.052, -0.798], [-4.884, -0.532, -0.563], [-0.152, 4.672, 0.154], [-4.183, 0.301, -1.419], [-0.368, -1.029, 3.899], [1.632, -3.407, -2.464], [-2.747, -1.220, 0.263], [-4.124, -1.315, 0.303], [-0.681, 2.344, 0.991], [2.795, 2.338, 2.011], [-2.783, 0.347, -1.401], [-0.681, -4.919, 0.734], [0.655, 2.665, -0.925], [0.799, -5.260, -1.068], [0.536, -0.169, 4.528], [2.014, -0.347, -2.560], [1.124, 0.797, 3.779], [0.049, -5.803, -0.046], [0.812, 0.965, 2.321], [-1.479, 4.214, 1.820], [3.236, 2.728, 1.098], [-4.705, 0.940, -2.117], [3.581, 2.068, 2.712], [-0.927, -1.750, 4.481], [2.064, -4.261, -2.975], [3.667, -0.673, -1.365], [0.230, 6.612, -0.376], [-0.882, 6.428, 0.922], [2.009, -1.621, 0.154], [1.265, 4.640, -1.478], [-4.607, -1.998, 0.991], [-1.326, -5.288, 1.522], [2.465, -2.757, -2.187], [3.690, -0.369, -3.737], [0.746, -0.265, 5.585], [-1.649, 1.847, 1.070], [2.149, 3.100, 2.439], [1.197, 2.241, -1.764], [1.362, -5.902, -1.730], [-1.101, 1.248, -2.495], [-2.672, 1.247, -3.324], [0.013, -6.871, 0.123], [1.799, 1.525, 4.207], [-5.966, -0.569, -0.561], [2.294, 0.003, 0.492], [-2.393, 2.357, -2.000], [2.192, -0.139, -4.560], [0.991, -2.885, -3.176]], "atomic_forces_ev_per_a": [[0.00, -0.19, 0.56], [-0.70, 0.15, -0.72], [0.86, -0.60, 0.08], [0.11, -0.17, -0.25], [-0.18, 0.17, -0.13], [0.25, 0.13, 0.29], [0.14, -0.03, -0.12], [-0.10, -0.18, -0.10], [0.44, 0.40, 0.47], [0.13, 0.33, -0.33], [0.03, -0.04, 0.01], [0.24, 0.11, 0.35], [0.71, -0.15, 0.06], [-0.15, 0.04, -0.05], [0.08, -0.09, 0.17], [0.06, -0.31, 0.18], [0.11, -0.06, -0.14], [0.45, 0.08, 0.06], [0.17, -0.08, -0.12], [0.45, 0.28, -0.30], [-0.10, 0.09, 0.07], [-0.25, -0.39, 0.36], [-0.01, -0.06, -0.07], [0.00, 0.09, 0.08], [-0.17, -0.47, 0.58], [-0.13, 0.24, -0.40], [-0.09, 0.19, -0.17], [0.04, -0.01, -0.02], [-0.54, 0.75, -0.78], [0.08, -0.03, -0.09], [-0.15, 0.16, -0.02], [-0.06, -0.10, 0.10], [0.03, 0.05, -0.06], [-0.08, -0.27, 0.28], [-0.27, -0.26, 0.16], [0.05, 0.13, -0.12], [-0.02, -0.09, 0.23], [-0.01, 0.03, -0.02], [0.01, -0.04, -0.03], [0.02, -0.02, 0.01], [0.00, -0.03, 0.00], [-0.01, -0.02, -0.01], [0.01, -0.05, -0.04], [-0.03, 0.04, 0.03], [-0.02, 0.00, 0.01], [0.01, 0.01, 0.01], [-0.01, -0.03, -0.15], [-0.03, -0.02, -0.05], [0.02, 0.06, 0.01], [0.03, -0.01, 0.01], [-0.13, -0.18, 0.02], [-0.02, 0.03, -0.02], [-0.02, 0.03, 0.00], [-0.14, -0.06, 0.07], [-0.03, -0.02, -0.01], [0.04, 0.01, 0.03], [0.00, -0.01, -0.01], [-1.12, 0.52, 0.13], [-0.01, -0.02, -0.06], [0.00, 0.01, 0.00], [0.00, -0.01, 0.00], [0.02, 0.01, -0.03], [-0.07, -0.02, -0.10], [0.00, -0.01, 0.03], [0.02, 0.02, 0.03], [0.02, -0.02, 0.05]], "mulliken_charge": [1.061, -0.200, -0.488, -0.598, -0.223, 0.870, -0.308, 0.295, 0.412, -0.622, -0.427, 1.275, -0.037, -1.535, 0.038, 0.033, 0.951, -1.306, -1.312, -0.762, 1.120, -0.936, -0.941, -1.035, 0.001, -0.795, -0.158, -1.074, 1.104, -0.872, -0.554, -0.741, -0.722, 0.687, -0.998, -0.808, 1.603, 0.512, 0.366, 0.536, 0.338, 0.506, 0.508, 0.256, 0.221, 0.225, 0.536, 0.435, 0.478, 0.456, 0.145, 0.241, 0.505, 0.246, 0.442, 0.412, 0.428, -0.129, 0.630, 0.458, 0.523, 0.461, 0.487, 0.323, 0.253, 0.203], "multiplicity": 6, "charge": 3, "homo_lumo_gap_ha": [0.22321, 0.22597], "s_squared": 8.874}



# 2
{"formula": "C24H29MgNS5Te", "method": "ωB97M-V/def2-TZVPD", "symbols": ["Te", "S", "S", "S", "S", "S", "Mg", "N", "C", "C", "C", "C", "C", "C", "C", "C", "C", "C", "C", "C", "C", "C", "C", "C", "C", "C", "C", "C", "C", "C", "C", "C", "H", "H", "H", "H", "H", "H", "H", "H", "H", "H", "H", "H", "H", "H", "H", "H", "H", "H", "H", "H", "H", "H", "H", "H", "H", "H", "H", "H", "H"], "xyz": [[-3.961, 1.016, -0.360], [-0.827, 2.974, 1.204], [-0.923, -1.286, 1.690], [1.956, -1.045, -0.915], [0.215, 1.747, -1.914], [1.468, 0.908, 1.525], [-1.471, 0.080, -0.219], [-1.649, -1.838, -1.245], [-1.898, -2.614, 1.051], [-2.957, -4.092, -2.214], [0.261, 3.032, 2.665], [-3.612, 3.825, -1.565], [-2.442, -3.170, -3.064], [-1.295, -0.987, -3.497], [3.166, 0.379, 1.274], [-3.345, -4.871, 0.092], [-3.395, 4.786, -2.551], [-0.080, 3.457, -1.422], [-3.587, 2.460, -1.877], [-3.364, 2.090, -3.205], [-2.118, -2.796, -0.357], [-3.140, 4.402, -3.862], [-2.818, -3.929, -0.819], [-3.130, 3.050, -4.185], [-2.435, -3.563, 1.894], [-3.157, -4.678, 1.426], [2.006, 1.650, -1.753], [2.508, 0.244, -2.063], [-1.807, -2.023, -2.541], [3.174, -0.902, 0.426], [1.653, 2.402, 2.505], [0.246, 3.825, 0.019], [-3.888, -5.729, -0.286], [-1.134, 3.621, -1.636], [-3.817, 4.133, -0.546], [3.600, 0.247, -2.087], [2.058, 2.159, 3.488], [-0.312, 2.503, 3.426], [-2.966, 5.148, -4.627], [-2.952, 2.741, -5.209], [-3.560, -5.388, 2.139], [1.285, 3.589, 0.250], [-2.281, -3.433, 2.958], [-3.426, 5.838, -2.290], [-3.386, 1.042, -3.474], [0.359, 4.072, 2.974], [0.497, 4.089, -2.101], [-3.483, -4.961, -2.592], [-2.525, -3.287, -4.136], [-1.308, 0.007, -3.063], [2.950, -1.763, 1.056], [2.158, -0.080, -3.045], [2.441, 2.367, -2.452], [2.343, 3.095, 2.018], [4.161, -1.047, -0.012], [2.271, 1.928, -0.735], [-0.264, -1.215, -3.785], [0.104, 4.900, 0.141], [3.636, 0.183, 2.239], [-1.898, -0.963, -4.404], [3.733, 1.169, 0.774]], "atomic_forces_ev_per_a": [[-0.23, 0.19, -0.20], [0.09, 0.00, 0.04], [-0.25, -0.18, -0.18], [0.00, 0.07, -0.03], [-0.34, -0.07, 0.08], [-0.21, -0.19, 0.06], [0.70, -0.17, 0.25], [-0.32, -0.31, -0.01], [0.10, 0.12, -0.14], [-0.10, -0.14, 0.02], [-0.01, -0.05, -0.04], [-0.05, -0.04, -0.14], [0.06, 0.04, -0.12], [0.03, -0.05, 0.00], [0.02, 0.00, -0.10], [0.01, 0.00, -0.12], [-0.01, -0.09, 0.07], [0.06, 0.07, 0.00], [-0.11, 0.15, -0.01], [0.05, 0.14, 0.07], [0.21, 0.39, -0.15], [0.00, -0.04, 0.06], [0.03, -0.04, 0.01], [0.01, -0.01, 0.06], [-0.03, -0.05, 0.08], [0.07, 0.09, 0.19], [0.10, -0.08, 0.10], [0.02, -0.04, 0.09], [0.02, 0.00, 0.16], [-0.09, 0.07, 0.04], [-0.06, 0.07, -0.08], [-0.06, -0.04, -0.04], [0.01, 0.02, -0.01], [-0.06, 0.04, -0.04], [0.05, -0.01, -0.03], [0.01, 0.00, -0.05], [-0.02, 0.09, 0.04], [0.04, -0.01, 0.02], [-0.01, -0.01, 0.01], [-0.01, 0.00, 0.03], [0.03, 0.03, 0.01], [-0.03, 0.01, -0.02], [-0.02, -0.03, -0.01], [0.00, -0.04, 0.00], [0.00, 0.01, -0.01], [0.01, 0.01, 0.09], [-0.02, 0.04, 0.00], [0.02, 0.00, 0.02], [-0.02, 0.03, 0.01], [-0.02, 0.02, 0.02], [-0.01, -0.01, 0.01], [0.03, 0.06, -0.03], [-0.01, -0.01, -0.04], [0.01, 0.01, 0.01], [0.08, -0.04, 0.07], [0.05, 0.02, -0.03], [-0.02, 0.00, 0.02], [0.07, 0.03, -0.05], [0.12, -0.05, -0.04], [0.02, -0.05, -0.01], [0.02, 0.03, 0.01]], "mulliken_charge": [-0.319, 0.067, -0.736, 0.114, 0.160, 0.306, 0.947, 0.399, 0.590, -0.824, -0.931, -0.423, -0.905, -0.819, -0.942, -0.884, -0.485, -0.205, -0.180, -0.308, -0.093, -0.461, 1.037, -0.540, -0.771, -0.643, -0.515, -1.012, 0.748, -0.892, -1.063, -0.743, 0.363, -0.525, 0.374, 0.525, 0.530, 0.404, 0.393, 0.394, 0.364, 0.375, 0.451, 0.373, 0.546, 0.433, 0.642, 0.401, 0.487, -0.257, 0.384, 0.417, 0.544, 0.399, 0.439, -0.167, 0.203, 0.472, 0.534, 0.505, 0.326], "charge": 0, "homo_lumo_gap_ha": 0.25626, "relative_energy_kj_mol": 0.0}



# 3
{"formula": "C24H29MgNS5Te", "method": "ωB97M-V/def2-TZVPD", "symbols": ["Te", "S", "S", "S", "S", "S", "Mg", "N", "C", "C", "C", "C", "C", "C", "C", "C", "C", "C", "C", "C", "C", "C", "C", "C", "C", "C", "C", "C", "C", "C", "C", "C", "H", "H", "H", "H", "H", "H", "H", "H", "H", "H", "H", "H", "H", "H", "H", "H", "H", "H", "H", "H", "H", "H", "H", "H", "H", "H", "H", "H", "H"], "xyz": [[1.222, 2.970, -1.084], [-1.413, -0.818, -1.050], [1.622, -2.843, -0.238], [1.748, -0.846, -2.586], [2.693, -0.075, 1.596], [-0.612, -2.375, 1.927], [0.842, 0.704, 0.247], [0.077, 1.428, 2.151], [0.331, -3.933, 1.898], [-2.812, 2.574, -3.909], [-2.259, 1.498, 1.477], [2.862, -2.290, -2.567], [3.465, 1.707, 3.526], [2.398, -3.489, -1.727], [-2.929, 2.952, -2.576], [2.057, 3.252, 4.718], [-1.373, 2.863, 3.389], [3.287, 2.708, 4.499], [-1.125, 1.930, 2.361], [-0.526, 2.790, -2.285], [-1.550, 2.323, -4.438], [2.430, 1.236, 2.743], [0.249, -1.659, -3.201], [-1.692, -2.560, -0.671], [-1.797, 3.069, -1.775], [-0.341, 3.308, 4.150], [1.008, -4.328, 0.573], [-0.417, 2.429, -3.634], [-1.987, -2.765, 0.809], [0.962, 2.806, 3.949], [1.136, 1.821, 2.952], [-1.022, -0.912, -2.812], [-3.693, 2.490, -4.533], [0.566, 2.245, -4.054], [-2.766, 0.629, 1.910], [-2.537, -2.895, -1.275], [-1.880, -1.375, -3.303], [1.842, -5.002, 0.769], [4.446, 1.274, 3.369], [-0.799, -3.113, -0.954], [0.299, -4.838, -0.083], [-2.808, -2.123, 1.134], [-1.895, 3.395, -0.748], [-0.338, -4.725, 2.227], [-3.909, 3.167, -2.162], [3.789, -1.878, -2.167], [0.227, -2.680, -2.816], [-2.381, 3.226, 3.545], [-2.994, 2.295, 1.367], [4.139, 3.047, 5.078], [3.254, -4.107, -1.460], [1.086, -3.774, 2.667], [-1.444, 2.048, -5.482], [3.036, -2.597, -3.596], [1.901, 4.017, 5.470], [-0.502, 4.058, 4.917], [1.687, -4.109, -2.280], [-1.912, 1.223, 0.487], [-2.281, -3.802, 0.981], [-0.976, 0.129, -3.131], [0.311, -1.699, -4.289]], "atomic_forces_ev_per_a": [[-0.15, 0.21, -0.27], [0.21, 0.28, 0.00], [0.17, 0.30, 0.29], [0.00, -0.06, -0.03], [-0.14, 0.13, -0.08], [-0.03, -0.07, -0.06], [0.16, -0.74, 0.34], [-0.02, 0.34, 0.19], [0.07, 0.18, -0.18], [0.08, -0.03, 0.02], [0.05, -0.02, 0.15], [-0.09, 0.11, 0.09], [-0.01, -0.02, -0.06], [-0.08, 0.06, 0.04], [0.06, -0.03, -0.01], [-0.07, 0.03, 0.04], [-0.13, -0.02, 0.03], [0.15, -0.08, -0.06], [0.21, -0.09, -0.04], [-0.03, 0.06, -0.18], [0.06, 0.07, 0.10], [-0.13, -0.05, 0.01], [0.01, 0.06, 0.11], [0.05, -0.07, 0.03], [0.03, -0.08, -0.16], [0.05, 0.11, 0.09], [-0.05, 0.09, 0.02], [-0.13, 0.14, 0.04], [0.15, 0.02, 0.06], [-0.05, -0.10, -0.05], [-0.21, -0.11, -0.22], [0.02, -0.05, 0.03], [0.03, 0.01, 0.02], [-0.06, -0.04, 0.02], [0.03, 0.03, -0.02], [-0.06, 0.00, 0.01], [-0.01, 0.02, -0.07], [-0.07, -0.12, 0.09], [0.00, 0.04, 0.04], [-0.07, -0.03, -0.02], [-0.02, -0.05, -0.01], [-0.06, -0.05, -0.06], [-0.01, -0.01, 0.00], [0.05, -0.11, 0.05], [0.05, 0.00, 0.00], [0.03, -0.08, 0.00], [-0.03, 0.06, -0.05], [0.01, 0.02, -0.05], [-0.01, -0.01, 0.04], [-0.01, -0.05, -0.04], [0.04, -0.02, -0.13], [0.02, -0.03, 0.01], [0.00, 0.01, 0.05], [0.09, -0.05, -0.02], [-0.01, -0.02, -0.02], [0.00, -0.03, 0.00], [0.04, -0.01, -0.03], [0.00, 0.02, -0.06], [-0.09, 0.01, 0.00], [-0.04, -0.03, -0.03], [-0.10, -0.07, -0.04]], "mulliken_charge": [-0.328, 0.172, 0.322, 0.060, -0.721, 0.093, 0.896, 0.325, -0.890, -0.456, -0.831, -0.914, -0.752, -1.042, -0.574, -0.883, -0.900, -0.623, 0.736, -0.142, -0.409, 0.467, -0.732, -0.469, -0.312, -0.818, -0.898, -0.483, -0.997, 1.063, 0.022, -0.199, 0.396, 0.377, 0.240, 0.541, 0.639, 0.532, 0.452, -0.220, 0.317, 0.423, 0.543, 0.426, 0.382, 0.402, 0.369, 0.477, 0.483, 0.361, 0.526, 0.383, 0.376, 0.426, 0.360, 0.401, 0.402, -0.241, 0.510, -0.523, 0.458], "charge": 0, "homo_lumo_gap_ha": 0.25831, "relative_energy_kj_mol": 10.1}